Record 1
The following is a quantum chemistry calculation of 11 unconnected molecules or ions with the total composition C25H42N8O9, from the OMol25 dataset.

Structure (XYZ):
```
84
C25H42N8O9 ωB97M-V with the def2-TZVPD basis set
C 12.8781 4.7256 23.9324
O 12.8587 4.8036 22.5961
C 12.2707 5.8722 22.0280
O 11.6822 6.8149 22.5744
O 12.5179 5.7357 20.6590
C 12.1233 6.7631 19.6988
H 13.5479 3.8952 24.1558
H 11.9291 4.7237 24.4685
H 13.3072 5.6007 24.4205
H 11.8364 7.6502 20.2635
H 11.2277 6.4916 19.1398
H 12.8102 6.9949 18.8848
C 17.4095 3.3001 27.9014
O 17.3742 3.1685 26.4769
C 16.3312 2.5144 25.7793
O 15.2662 2.1465 26.2123
O 16.9181 2.3122 24.5627
C 16.1926 1.8965 23.3777
H 16.4909 3.7852 28.2316
H 18.1747 4.0152 28.2032
H 17.4572 2.3042 28.3419
H 15.6311 0.9636 23.4284
H 16.8843 1.7849 22.5427
H 15.4178 2.6271 23.1456
C 20.3836 5.5729 20.5943
O 19.0384 5.2193 20.2374
C 18.0042 5.4686 20.9479
O 17.9872 6.3947 21.8332
O 17.0100 4.6676 20.5875
C 15.6823 5.0932 20.8515
H 20.6346 5.3811 21.6375
H 20.5021 6.6279 20.3470
H 21.0516 5.0693 19.8956
H 15.5627 5.0523 21.9342
H 14.9800 4.4885 20.2776
H 15.4946 6.1006 20.4801
C 15.8212 8.6726 18.4860
C 15.1255 9.8025 19.1405
N 14.5652 10.7235 19.6917
H 16.8819 8.7583 18.7218
H 15.6711 8.8552 17.4219
H 15.4234 7.7012 18.7797
C 12.3140 1.1481 24.2232
C 12.0207 1.9370 25.4660
N 11.8118 2.5524 26.4461
H 12.4887 0.1128 24.5160
H 13.2123 1.5462 23.7514
H 11.4578 1.1667 23.5489
C 7.1011 9.0851 18.6924
C 8.1351 8.0784 19.1280
N 8.9668 7.3631 19.5377
H 7.4353 9.3734 17.6958
H 7.0308 9.9429 19.3612
H 6.1999 8.5493 18.3940
C 9.5775 3.5949 20.4679
C 9.1712 2.8152 21.5340
N 8.9744 2.1724 22.4736
H 9.5965 3.2243 19.4430
H 10.6528 3.6828 20.6230
H 9.2333 4.6287 20.4998
C 13.1902 5.2702 13.9047
C 13.3898 5.7910 15.2386
N 13.4754 6.2707 16.2900
H 13.7377 4.3300 13.9711
H 13.6868 5.9841 13.2475
H 12.1745 5.1121 13.5421
C 13.6296 5.0202 27.6940
C 12.5024 5.9189 27.9998
N 11.6060 6.6361 28.2276
H 13.4379 3.9524 27.7999
H 14.3475 5.3294 28.4537
H 13.8999 5.1706 26.6488
C 7.9476 6.4670 23.1139
C 7.1848 7.5539 22.5389
N 6.6502 8.4241 22.0641
H 7.4541 5.6322 22.6163
H 8.0393 6.5081 24.1993
H 8.9519 6.6946 22.7567
C 10.0414 6.6941 16.3866
C 10.3361 7.1283 15.0249
N 10.5818 7.4439 13.9018
H 10.6517 5.8160 16.5979
H 9.0136 6.3472 16.2802
H 10.1160 7.5062 17.1099
```

For the electronic energy, the calculation gives -2092.831553 a.u. As for the SMILES: COC(=O)OC.COC(=O)OC.COC(=O)OC.CC#N.CC#N.CC#N.CC#N.CC#N.CC#N.CC#N.CC#N.



Record 2
The following is a quantum chemistry calculation of a gas-phase ion, C4H11N3O (charge +2), from the OMol25 dataset.

Structure (XYZ):
```
19
C4H11N3O ωB97M-V with the def2-TZVPD basis set
C 2.1579 0.4416 0.0405
C 0.3159 -1.4432 -0.7513
C -0.6185 -0.3217 -0.5447
C -2.7400 0.7068 0.2037
N 2.2797 -0.7554 0.4667
N 2.4560 1.6846 -0.0534
N -1.5123 -0.1547 0.6148
O 1.2309 -1.7647 0.2347
H -0.1248 -2.3981 -0.7348
H 0.9703 -1.3420 -1.5964
H -1.0296 0.0899 -1.4448
H -3.0787 0.5615 -0.9163
H -3.4845 0.5814 0.9655
H -2.5445 1.6616 0.4717
H 3.1206 -1.0725 0.9685
H 2.1738 2.3302 -0.7788
H 3.2707 2.0654 0.5068
H -1.9056 -1.1161 0.9216
H -0.9374 0.2454 1.4259
```

As for the net charge: +2. For the electronic energy, the calculation gives -397.626825 a.u.



Record 3
The following is a quantum chemistry calculation of 13 unconnected molecules or ions with the total composition C4H32N2O14, from the OMol25 dataset.

Structure (XYZ):
```
52
C4H32N2O14 ωB97M-V with the def2-TZVPD basis set
O -0.6693 2.1351 2.2731
C -0.4529 1.5416 1.2466
N 0.8819 1.0709 0.9860
C 1.8848 1.0456 1.9137
N 3.1160 0.4917 1.5025
O 1.7710 1.4992 3.0255
C -1.2942 1.3271 0.0613
C -2.7187 2.0770 0.0652
H 1.1418 0.9281 0.0270
H 3.1827 0.1459 0.5782
H 4.0267 0.7145 2.0257
H -0.7421 1.8879 -0.9104
H -1.7756 0.4607 -0.2715
H -3.5659 1.6429 0.6837
H -2.4246 3.0126 0.6652
H -3.1296 2.3835 -0.8938
H 2.8529 0.2013 -2.1448
H 2.1773 1.3810 -2.6871
O 2.0321 0.7630 -1.9952
H 1.0838 4.4812 0.9071
H 1.6514 3.0848 1.2641
O 1.6112 3.7723 0.6552
H 1.6160 3.3840 -2.5990
H 0.6627 2.8432 -1.4147
O 0.7399 3.1142 -2.3878
H -1.6212 -0.3079 3.0635
H -2.7676 -0.2326 2.1084
O -2.5144 -0.1676 3.0138
H -2.6659 -3.5637 -0.8434
H -2.6866 -2.6943 0.4360
O -2.6164 -2.6674 -0.6621
H 3.6453 -2.1427 -0.6557
H 2.9862 -1.9007 -1.9566
O 3.7830 -1.7131 -1.4127
H -2.8756 -1.9965 2.9307
H -1.8305 -2.7524 2.2909
O -2.7639 -2.5237 2.1438
H 0.1967 -1.5765 2.5597
H 0.0232 -3.0816 2.6846
O -0.2339 -2.1964 3.0536
H 0.7897 -1.5406 -1.7390
H 0.8208 -1.9949 -3.2098
O 1.2333 -2.0950 -2.3860
H -1.0895 0.1363 -2.0079
H -0.1140 0.5643 -3.1332
O -0.2959 -0.1031 -2.5456
H -2.9474 -1.3293 -2.2632
H -3.2431 0.2145 -2.8019
O -2.8788 -0.4261 -2.0849
H 1.4310 -2.7090 -0.1379
H 2.3999 -3.7853 0.5067
O 2.1767 -2.8039 0.4724
```

For the electronic energy, the calculation gives -1334.391064 a.u.



Record 4
The following is a quantum chemistry calculation of a single C22H29NO4 molecule, from the OMol25 dataset.

Structure (XYZ):
```
56
C22H29NO4 ωB97M-V with the def2-TZVPD basis set
C 0.6337 -0.1095 6.1392
H 0.6006 -0.6925 7.0583
H -0.3262 0.3996 6.0005
O 0.8828 -1.0338 5.1102
C 0.9846 -0.5708 3.8301
C 1.2357 -1.5325 2.8517
C 1.3536 -1.1684 1.5275
C 1.2214 0.1589 1.1353
C 0.9641 1.1083 2.1141
C 0.8496 0.7593 3.4497
H 0.6499 1.5307 4.1771
H 0.8442 2.1448 1.8320
C 1.3362 0.5646 -0.3055
H 1.3817 -0.3303 -0.9314
H 0.4393 1.1227 -0.5801
C 2.5644 1.4458 -0.5801
C 3.8516 0.7004 -0.2413
H 4.7188 1.3343 -0.4110
H 3.9497 -0.1904 -0.8590
H 3.8453 0.3944 0.8022
C 2.5830 1.8990 -2.0490
C 1.3357 2.6998 -2.3826
O 1.2016 3.8701 -2.0929
N 0.3893 1.9934 -3.0465
H 0.4960 0.9949 -3.1362
C -0.9255 2.5163 -3.3350
H -1.2121 2.2000 -4.3416
C -1.9761 2.0630 -2.3075
C -1.9212 0.5863 -2.0104
C -1.7637 -0.3555 -3.0102
C -1.6721 -1.7080 -2.7058
C -1.7462 -2.1450 -1.3961
C -1.9340 -1.1957 -0.3660
C -2.0137 0.1467 -0.6899
H -2.1486 0.8790 0.0909
O -2.0239 -1.7076 0.8897
C -2.2755 -0.8283 1.9567
H -1.4755 -0.0904 2.0698
H -2.3110 -1.4538 2.8470
H -3.2356 -0.3147 1.8341
O -1.6575 -3.4433 -0.9910
C -1.5038 -4.4377 -1.9706
H -1.4696 -5.3813 -1.4283
H -2.3482 -4.4530 -2.6683
H -0.5722 -4.3122 -2.5337
H -1.5446 -2.4136 -3.5114
H -1.7159 -0.0530 -4.0453
H -2.9652 2.3289 -2.6902
H -1.8201 2.6168 -1.3799
H -0.8448 3.6051 -3.3162
H 2.6680 1.0303 -2.7044
H 3.4479 2.5452 -2.2059
H 2.4987 2.3409 0.0460
H 1.5419 -1.9289 0.7842
H 1.3307 -2.5622 3.1573
H 1.4322 0.6361 6.2139
```

For the electronic energy, the calculation gives -1211.433215 a.u. As for the SMILES: COc1ccc(C[C@@H](C)CC(=O)NCCc2ccc(OC)c(OC)c2)cc1.



Record 5
The following is a quantum chemistry calculation of a single C18H19BrFN3O3S molecule, from the OMol25 dataset.

Structure (XYZ):
```
46
C18H19BrFN3O3S ωB97M-V with the def2-TZVPD basis set
O 1.2825 1.8035 2.2456
C 1.6458 1.8192 1.0819
N 2.7422 1.1581 0.6663
C 3.2306 1.0317 -0.6860
C 2.7283 -0.2998 -1.2843
N 2.6813 -1.3269 -0.2578
C 1.4776 -1.9723 -0.0006
C 1.0944 -2.3753 1.2804
C -0.1087 -3.0177 1.4943
C -0.9429 -3.2600 0.4231
C -0.5781 -2.9147 -0.8628
C 0.6336 -2.2902 -1.0704
H 0.9190 -2.0396 -2.0790
H -1.2378 -3.1313 -1.6886
F -2.1492 -3.8502 0.6346
H -0.4128 -3.3009 2.4894
H 1.7089 -2.1606 2.1388
C 3.6472 -1.1024 0.7882
C 3.3516 0.1940 1.5702
H 2.6396 0.0237 2.3800
H 4.2738 0.6084 1.9940
H 4.6310 -1.0340 0.3100
H 3.6724 -1.9577 1.4620
H 1.7230 -0.1465 -1.6792
H 3.3951 -0.6079 -2.1009
H 4.3248 1.0496 -0.6377
H 2.9146 1.8701 -1.3029
C 0.8158 2.6208 0.0731
N -0.5899 2.3648 0.3491
S -1.0279 0.8072 -0.1441
O -0.8182 -0.1544 0.8935
O -0.3917 0.5844 -1.4134
C -2.7828 0.9940 -0.4103
C -3.6471 0.0497 0.1101
C -5.0067 0.1691 -0.1238
C -5.4640 1.2389 -0.8778
C -4.5973 2.1864 -1.4037
C -3.2401 2.0558 -1.1671
H -2.5318 2.7668 -1.5594
H -4.9813 3.0079 -1.9887
Br -7.3233 1.4155 -1.2006
H -5.7002 -0.5573 0.2706
H -3.2431 -0.7643 0.6906
H -0.7431 2.4256 1.3519
H 1.0081 3.6899 0.2024
H 0.9765 2.3292 -0.9612
```

For the electronic energy, the calculation gives -4159.365499 a.u. As for the SMILES: O=C(CNS(=O)(=O)c1ccc(Br)cc1)N1CCN(c2ccc(F)cc2)CC1.



Record 6
The following is a quantum chemistry calculation of a molecular structure, C27H40BN10OsS3, from the OMol25 dataset.

Structure (XYZ):
```
82
C27H40BN10OsS3 ωB97M-V with the def2-TZVPD basis set
Os 0.8980 -0.7407 -0.3846
C -5.3677 -0.3592 -2.7512
C -3.8579 -0.1627 -2.6439
C -3.1603 -1.3301 -3.3331
C -3.4912 1.1839 -3.2616
N -3.4750 -0.1327 -1.1722
C -4.3930 -0.2656 -0.1483
C -3.7459 -0.0395 1.0108
N -2.4263 0.2496 0.7182
B -1.5458 0.9004 1.8230
N -0.5753 -0.0465 2.6225
C -0.1507 0.3364 3.8641
C 0.5997 -0.6709 4.3845
N 0.6373 -1.6799 3.4596
C -0.0718 -1.2712 2.3915
S -0.3270 -2.0798 0.8625
C 1.3532 -3.0068 3.6469
C 2.5135 -3.0738 2.6561
C 1.8971 -3.0664 5.0699
C 0.3444 -4.1324 3.4403
N -0.8249 2.1606 1.2617
C -1.4965 3.3588 1.2755
C -0.6987 4.2928 0.7071
N 0.4721 3.6748 0.3440
C 0.3671 2.3743 0.6840
S 1.6310 1.1840 0.4958
C 1.6399 4.3887 -0.3199
C 2.8515 4.3122 0.6054
C 1.8908 3.7507 -1.6840
C 1.2618 5.8526 -0.5217
C -2.2816 0.1637 -0.6183
S -0.8019 0.3758 -1.5502
H -5.6230 -0.3616 -3.8094
H -5.9250 0.4532 -2.2847
H -5.6939 -1.3145 -2.3392
H -3.5054 -1.3745 -4.3658
H -3.4312 -2.2733 -2.8538
H -2.0792 -1.2194 -3.3474
H -3.8506 1.2086 -4.2896
H -2.4154 1.3559 -3.2907
H -3.9694 2.0006 -2.7197
H -5.4280 -0.4870 -0.3218
H -4.1169 -0.0265 2.0201
H -2.3082 1.3060 2.6467
H -0.4451 1.2734 4.3047
H 1.0775 -0.7431 5.3432
H 3.1848 -2.2230 2.7851
H 2.1702 -3.1161 1.6218
H 3.0828 -3.9831 2.8464
H 2.6454 -2.2969 5.2610
H 2.3862 -4.0304 5.1979
H 1.1038 -3.0036 5.8152
H -0.0092 -4.2003 2.4116
H -0.5116 -4.0162 4.1054
H 0.8257 -5.0803 3.6778
H -2.4786 3.4541 1.7040
H -0.8761 5.3393 0.5504
H 3.2141 3.2955 0.7443
H 2.6214 4.7413 1.5809
H 3.6610 4.8950 0.1672
H 2.2187 2.7149 -1.6082
H 2.6760 4.3120 -2.1893
H 0.9933 3.7950 -2.3023
H 1.0858 6.3685 0.4224
H 0.3973 5.9709 -1.1755
H 2.1031 6.3457 -1.0053
N 4.1808 -1.8323 -2.6547
C 4.8798 -0.8623 -1.9681
C 3.9957 -0.2675 -1.1305
N 2.7605 -0.8669 -1.3032
C 2.9155 -1.8148 -2.2331
C 1.7438 -2.5929 -2.5414
N 0.6662 -2.3040 -1.8240
C -0.3374 -3.1345 -2.2533
C 0.1547 -3.9322 -3.2418
N 1.4687 -3.5753 -3.4125
H 4.5799 -2.4483 -3.3484
H 5.9268 -0.6828 -2.1406
H 4.1565 0.5407 -0.4398
H -1.3263 -3.1121 -1.8317
H -0.3065 -4.7105 -3.8248
H 2.0948 -3.9854 -4.0898
```

As for the net charge: +3. For the electronic energy, the calculation gives -2909.845342 a.u.



Record 7
The following is a quantum chemistry calculation of a molecular structure, C34H31N5OPbS2SbSe4Te, from the OMol25 dataset.

Structure (XYZ):
```
80
C34H31N5OPbS2SbSe4Te ωB97M-V with the def2-TZVPD basis set
Pb 1.9990 0.4908 -0.1530
C 2.0131 -2.9495 0.7582
C 1.4993 -1.9210 1.7278
N 2.3618 -1.1591 2.2799
N 1.8870 -0.3209 3.2708
C 2.2215 0.9054 3.2045
S 3.0456 1.7687 1.9256
S 1.8690 1.9809 4.5677
C 1.3713 0.8215 5.8791
C -0.1125 0.7709 6.1119
C -0.9418 0.0659 5.2427
C -2.3099 0.0244 5.4586
C -2.8705 0.6883 6.5433
C -2.0522 1.3948 7.4118
C -0.6810 1.4330 7.1950
C 0.0309 -1.8174 1.9072
C -0.6889 -2.9188 2.3645
C -2.0639 -2.8772 2.5257
C -2.7355 -1.7040 2.1942
C -2.0481 -0.6065 1.7157
C -0.6439 -0.6169 1.5523
O -0.0359 0.4318 1.0634
H 3.1018 -2.9615 0.7657
H 1.6378 -3.9410 1.0193
H 1.6642 -2.7363 -0.2586
H 1.7565 -0.1515 5.5811
H 1.8891 1.1455 6.7825
H -0.5054 -0.4444 4.3929
H -2.9373 -0.5309 4.7726
H -3.9401 0.6538 6.7097
H -2.4791 1.9162 8.2599
H -0.0416 1.9846 7.8757
H -0.1495 -3.8236 2.6213
H -2.6003 -3.7367 2.9041
H -3.8127 -1.6479 2.3100
H -2.5689 0.3078 1.4544
Se 0.0403 -1.6592 -6.5704
Sb 1.1859 -0.2473 -5.0129
Se 2.3043 -1.4777 -3.2013
Se -0.7997 0.6486 -3.3668
Se 2.1625 1.7886 -5.8392
N 2.7242 3.1156 -2.8810
C 1.4795 3.2627 -2.2976
C 0.5490 4.0197 -3.0336
C -0.6712 4.3043 -2.4777
C -0.9635 3.8378 -1.1971
C -0.0248 3.0589 -0.5692
N 1.1745 2.7532 -1.1061
C 3.8866 2.4374 -2.5431
C 4.9900 2.6218 -3.3923
C 6.1486 1.9369 -3.1321
C 6.2093 1.0786 -2.0361
C 5.0794 0.9527 -1.2656
N 3.9408 1.6171 -1.5048
H 2.6809 3.2760 -3.8801
H 0.8066 4.3552 -4.0288
H -1.3954 4.8832 -3.0368
H -1.9070 4.0441 -0.7134
H -0.2245 2.6164 0.3985
H 4.9048 3.2805 -4.2455
H 7.0043 2.0591 -3.7833
H 7.0995 0.5119 -1.8061
H 5.0634 0.2804 -0.4117
C -1.2040 -2.8721 -3.3014
Te -0.6628 -1.3598 -1.9126
C -2.7726 -1.3727 -1.4871
C -3.4354 -1.9178 -2.7213
C -4.7790 -1.6960 -3.0019
C -5.3446 -2.2060 -4.1598
C -4.5659 -2.9332 -5.0509
C -3.2248 -3.1538 -4.7804
C -2.6583 -2.6580 -3.6117
H -1.0004 -3.8258 -2.8087
H -0.5625 -2.7772 -4.1796
H -3.0983 -0.3664 -1.2290
H -2.9011 -2.0118 -0.6106
H -5.3788 -1.1106 -2.3146
H -6.3891 -2.0205 -4.3767
H -4.9991 -3.3098 -5.9686
H -2.6005 -3.6839 -5.4886
```

As for the net charge: -1. For the electronic energy, the calculation gives -12766.672316 a.u.



Max |F| readings, ordered: 0.12802 0.07457 0.12130 0.01291 0.01743 0.00274 0.00581 hartree/bohr